No. 1
Here is a structure of composition C27H30F5N5O5SSeTeW from OMol25. Energies are from ωB97M-V with the def2-TZVPD basis set.

Geometry as XYZ:
```
76
Properties=species:S:1:pos:R:3:forces:R:3
W -0.4798 -0.3397 -0.0735 -0.03 0.05 -0.61
C -0.0192 -0.0061 -4.3293 0.03 -0.01 0.00
C 1.1400 -0.9187 -3.9138 0.00 -0.06 0.03
C 0.9582 -1.6697 -2.5849 -0.04 0.01 0.00
N 1.2172 -0.8888 -1.3765 0.01 0.18 0.28
C 2.4454 -0.7533 -0.9476 -0.03 -0.05 -0.14
C 3.5631 -1.2301 -1.6974 -0.03 0.00 -0.01
C 4.9118 -1.1215 -1.5084 0.02 0.08 0.08
C 5.6277 -0.4364 -0.5209 0.03 -0.07 -0.13
C 5.0587 0.2175 0.5377 -0.15 0.03 0.07
C 3.7219 0.3407 0.9302 0.31 0.07 0.10
C 2.5269 -0.1224 0.3698 -0.25 -0.12 -0.08
N 1.3342 0.0086 0.9773 0.29 0.07 0.16
C 1.4660 0.6075 2.3202 -0.02 0.09 -0.02
C 0.2495 0.7207 3.2038 -0.04 -0.05 -0.05
C -0.7803 1.6818 2.6265 -0.03 0.04 0.01
N -0.7605 1.6476 1.1667 -0.04 -0.03 0.04
C -1.2325 2.6787 0.5167 0.06 -0.08 -0.01
C -2.0397 3.6599 1.1541 -0.06 0.06 0.02
C -2.5627 4.8534 0.7097 0.02 -0.01 -0.04
C -2.4260 5.4999 -0.5140 0.00 -0.01 0.01
C -1.7109 5.0074 -1.5938 -0.01 0.00 0.03
C -1.0074 3.8285 -1.7620 0.01 0.07 -0.05
C -0.7826 2.7214 -0.8997 -0.03 -0.02 0.04
N -0.0597 1.6801 -1.2371 0.01 -0.17 0.10
C 0.7079 1.7555 -2.4738 0.00 0.02 -0.05
C 0.0138 1.4444 -3.8106 -0.01 0.05 -0.04
H -0.9539 -0.4879 -4.0534 0.00 0.02 -0.01
H -0.0192 0.0560 -5.4229 -0.01 -0.01 0.00
H 2.0876 -0.3689 -3.9162 0.02 0.00 0.01
H 1.2417 -1.6938 -4.6806 0.00 -0.01 0.02
H 1.5977 -2.5531 -2.5568 0.02 -0.01 -0.04
H -0.0561 -2.0458 -2.5315 0.01 0.01 0.00
H 3.2939 -1.8128 -2.5625 0.02 -0.01 -0.03
H 5.5103 -1.6457 -2.2468 -0.01 0.00 -0.01
H 6.7087 -0.4451 -0.5937 0.00 0.00 0.01
H 5.7507 0.6998 1.2225 0.02 0.00 -0.02
H 3.6315 0.8699 1.8621 -0.02 -0.01 -0.05
H 1.8684 1.6230 2.1830 0.01 -0.02 0.02
H 2.2020 0.0031 2.8559 -0.03 -0.03 0.00
H 0.6064 1.1295 4.1548 0.02 0.00 -0.01
H -0.1577 -0.2610 3.4112 -0.02 -0.02 -0.02
H -0.5041 2.7020 2.9262 0.00 -0.01 0.00
H -1.7756 1.4747 3.0253 0.00 -0.01 -0.01
H -2.3431 3.3861 2.1541 0.00 0.00 0.00
H -3.1855 5.3647 1.4391 0.00 0.00 0.00
H -2.9266 6.4531 -0.6353 0.00 0.00 -0.01
H -1.7065 5.6459 -2.4739 -0.01 0.00 0.00
H -0.5774 3.7284 -2.7469 0.01 -0.01 0.00
H 1.5719 1.1073 -2.3700 0.00 -0.01 0.03
H 1.1193 2.7689 -2.5392 0.00 -0.01 0.00
H 0.5509 2.0458 -4.5557 -0.01 0.00 0.01
H -1.0086 1.8269 -3.7869 0.00 0.00 0.01
O -3.5437 -1.8802 1.1682 0.02 0.20 -0.08
S -2.8957 -0.6012 1.3703 -0.36 -0.17 -0.14
O -3.6349 0.3352 2.1750 0.02 0.02 -0.01
O -2.5531 0.0049 -0.0185 0.01 -0.06 -0.03
O -1.4670 -0.7538 1.8397 0.21 -0.06 -0.02
Se 1.6762 -3.0159 2.7183 0.18 -0.04 0.09
C 2.6924 -3.5166 1.2218 0.12 0.00 0.03
C 4.0996 -3.4486 1.1944 -0.02 -0.02 0.00
C 4.8080 -3.9061 0.1002 -0.02 -0.02 0.00
N 4.2594 -4.4283 -1.0031 0.04 0.03 0.04
C 2.9208 -4.4596 -0.9961 -0.02 -0.02 -0.05
C 2.1178 -4.0220 0.0398 -0.05 0.00 0.04
H 4.6284 -3.0499 2.0517 -0.01 0.00 0.00
H 5.8952 -3.8496 0.1073 0.00 -0.01 0.00
H 2.4569 -4.8721 -1.8904 -0.01 0.00 0.01
H 1.0395 -4.0761 -0.0449 0.00 0.00 0.00
F -3.6586 -1.3186 -3.4228 0.05 0.02 0.01
Te -3.2843 -2.4320 -1.9065 0.14 0.13 0.23
F -3.4272 -4.3000 -1.5323 -0.01 -0.02 0.05
F -5.1597 -2.6876 -2.1056 0.04 -0.01 0.01
F -1.2133 -0.3887 -1.9083 -0.07 -0.07 0.25
F -2.0592 -3.1500 -3.1683 -0.05 0.03 -0.08
O -0.5899 -2.0369 -0.0878 -0.24 0.07 0.00
```
Forces are in eV/Å.

Summary:
HOMO-LUMO gap: 0.208 Eh
total charge: -2
energy above the lowest of the compared OMol25 structures with the same formula, charge and spin: 8.1 kcal per mole
highest occupied orbital energy: -0.0503 Eh

Löwdin population analysis, charges in e, atoms 1 to 2: 1.91, -0.20

=====

No. 2
Here is a structure of composition C13H15I3N2O4 at a distorted geometry from OMol25. Energies are from ωB97M-V with the def2-TZVPD basis set.

Geometry as XYZ:
```
37
Properties=species:S:1:pos:R:3:forces:R:3
O -0.8723 -0.3377 3.0165 0.00 -0.08 -1.43
O 0.3978 -0.6135 -4.0019 1.42 0.63 3.37
I -6.2952 0.7093 -0.3378 1.32 0.32 0.60
I -2.3118 5.2338 1.2375 -0.82 -1.83 -0.27
I 0.1783 2.7235 2.3334 -1.83 -0.40 -0.81
O -1.0030 -2.0996 -2.2233 -1.14 -0.41 -0.03
O 0.6832 -1.7582 1.2654 -1.75 0.75 -0.78
C -1.1573 -0.2606 1.8179 2.94 -2.75 2.34
C 0.8433 -0.6053 -2.8121 -2.37 -2.15 -2.23
C -4.0438 2.6227 0.6079 -0.56 -0.01 0.28
C -3.3870 0.3094 0.8705 -0.18 2.08 -0.53
C -4.3827 1.2842 0.5083 1.78 -1.22 0.35
C -2.8246 3.0609 1.0955 2.13 0.35 0.76
C -1.8269 2.1318 1.5137 -0.08 -0.63 0.28
C -2.1026 0.7201 1.4316 -3.99 2.52 -2.76
N -0.5475 -1.0904 0.8675 0.57 1.24 3.30
N 0.2372 -1.5746 -1.9366 3.19 2.69 -0.17
C 1.8179 -0.9975 1.8736 0.02 -0.39 -0.33
C 2.0259 0.2963 -2.3472 -1.11 1.26 -0.66
C 2.9755 -1.5260 1.0435 0.98 0.85 -1.35
C 2.3771 0.2632 -0.8598 1.31 -0.07 0.36
C 2.8920 -1.1586 -0.5208 -2.03 -1.41 2.43
H -1.2105 -2.1601 -3.1989 1.43 0.59 1.14
H -4.8169 3.2970 0.3419 -0.28 0.96 -0.24
H -3.6707 -0.6669 0.5047 0.67 -0.60 0.77
H -0.7897 -0.9964 -0.0945 0.37 -0.01 -0.66
H 0.5881 -1.5798 -0.9243 -1.35 -0.62 -2.16
H 1.7552 0.1160 1.7816 -0.43 -1.07 0.17
H 1.9197 -1.3295 2.9447 -0.47 0.55 -1.06
H 1.6681 1.3558 -2.6476 0.69 -1.66 0.30
H 2.8870 0.0307 -2.9760 -0.29 0.12 0.07
H 3.9251 -1.0837 1.3404 0.00 0.12 0.72
H 3.1113 -2.6165 1.1422 -0.29 0.43 0.00
H 1.4945 0.6626 -0.3109 0.70 -0.54 0.05
H 3.3217 0.8928 -0.5761 -2.01 -0.44 -0.82
H 2.2599 -2.0257 -0.8618 0.88 1.17 -0.52
H 3.8836 -1.2298 -0.9086 0.58 -0.36 -0.50
```
Forces are in eV/Å.

Summary:
HOMO-LUMO gap: 0.310 Eh
highest occupied orbital energy: -0.3407 Eh

Löwdin population analysis, charges in e, atoms 1 to 2: 0.05, -0.01

=====

No. 3
Here is an isolated molecule of C4H11NO2Si at a distorted geometry from OMol25. Energies are from ωB97M-V with the def2-TZVPD basis set.

Geometry as XYZ:
```
19
Properties=species:S:1:pos:R:3:forces:R:3
C 1.6087 -0.0672 0.6478 2.34 2.82 -2.35
C -0.6577 -1.2828 -1.1395 0.45 -1.28 -0.12
C -0.1286 1.6232 -1.2167 -0.88 1.07 -0.30
C -1.6120 -0.1406 1.2599 3.01 4.38 -1.27
N -2.0852 0.9543 1.8351 8.62 -1.19 -5.43
O -2.9364 1.1072 2.5031 -10.57 0.35 7.72
O -1.4743 2.3817 1.6787 -3.85 -0.52 -4.09
Si -0.1572 0.1221 -0.0122 -0.81 -0.32 -0.40
H 2.1008 -1.0257 0.4154 -0.48 -0.05 1.35
H 2.3179 0.5226 -0.1988 -2.11 -0.98 1.73
H 1.9063 0.5865 1.5382 -0.44 -1.71 -0.77
H 0.1658 -1.9377 -1.4701 -0.13 -0.05 0.53
H -1.4750 -1.8981 -0.7263 0.54 0.05 0.01
H -1.0251 -0.9649 -2.0903 -0.48 0.77 -0.65
H 0.3224 1.2203 -2.1612 0.19 0.39 0.92
H -1.0876 2.0858 -1.6247 0.72 -0.93 0.89
H 0.4077 2.5215 -0.8126 -0.05 -0.98 -0.45
H -2.2924 -0.9043 1.3896 -0.98 -1.82 0.26
H -2.4897 2.6256 1.1202 4.92 -0.01 2.43
```
Forces are in eV/Å.

Summary:
HOMO-LUMO gap: 0.355 Eh
energy above the lowest of the compared OMol25 structures with the same formula, charge and spin: 137.3 kcal per mole
highest occupied orbital energy: -0.3388 Eh

Löwdin population analysis, charges in e, atoms 1 to 2: -0.21, -0.21

=====

No. 4
Here is a cluster of 2 separate species, CH2N4O2S in total at a distorted geometry from OMol25. Energies are from ωB97M-V with the def2-TZVPD basis set.

Geometry as XYZ:
```
10
Properties=species:S:1:pos:R:3:forces:R:3
C 2.3220 -1.2659 0.0575 -0.72 0.08 -0.34
N 3.2644 -1.5298 0.6490 0.81 -0.15 0.49
N -1.3886 -0.7476 0.0065 0.17 -0.73 -0.39
N -0.1060 -0.6082 0.2885 -0.52 0.86 1.09
N -0.3376 1.7466 0.0776 0.23 -0.89 0.12
O -1.5285 1.7813 -0.0817 0.37 0.97 -0.01
O 0.5131 2.5763 0.1411 -0.55 0.12 -0.07
S 0.9838 -0.9402 -0.9153 0.02 -0.20 -0.88
H -1.7252 -0.6387 -0.9455 0.00 0.03 0.10
H -1.9975 -0.3737 0.7224 0.18 -0.08 -0.11
```
Forces are in eV/Å.

Summary:
HOMO-LUMO gap (spin up / spin down): 0.341 / 0.257 Eh
energy above the lowest of the compared OMol25 structures with the same formula, charge and spin: 77.9 kcal per mole
highest occupied orbital energy (spin up / spin down): -0.3610 / -0.3088 Eh

Löwdin population analysis, charges in e, atoms 1 to 2: -0.61, 0.11

=====

No. 5
Here is a cluster of 2 separate species, C4H10FI2N2 in total at a distorted geometry from OMol25. Energies are from ωB97M-V with the def2-TZVPD basis set.

Geometry as XYZ:
```
19
Properties=species:S:1:pos:R:3:forces:R:3
C 1.8635 1.1220 -0.5205 -0.22 -0.32 -3.61
C -1.2360 0.3242 0.1861 -1.98 -0.33 -0.29
C -1.5480 0.2938 1.6750 0.31 0.66 1.13
C -0.2089 -0.4901 -0.4771 1.86 -2.04 0.93
N -0.3774 -0.6546 -1.8291 0.55 -0.97 -1.54
N 1.2537 -0.2445 -0.1206 -1.07 2.01 1.28
F -1.6694 -0.8958 -2.2332 -0.43 0.43 0.51
I 0.1247 0.2615 3.0493 0.11 0.19 -0.26
I -0.2424 -3.2678 0.7395 0.02 1.46 -0.60
H 2.8989 0.8080 -0.4399 0.38 0.96 -0.31
H 1.5557 1.4014 -1.6509 0.90 -1.13 2.51
H 1.6637 2.0443 0.0032 -0.52 -0.50 1.07
H -1.0620 1.3700 -0.1339 -0.35 -0.31 -0.05
H -2.1495 -0.1417 -0.3288 0.78 1.39 0.73
H -2.1055 -0.5296 2.0509 -0.25 -1.18 -0.45
H -2.1596 1.1352 2.0529 0.61 -0.01 -0.87
H 0.0869 -1.3443 -2.4719 0.44 0.86 1.58
H 1.8997 -0.9098 -0.5086 -0.13 -0.88 -0.38
H 1.4119 -0.2820 0.9576 -1.03 -0.30 -1.38
```
Forces are in eV/Å.

Summary:
HOMO-LUMO gap (spin up / spin down): 0.278 / 0.245 Eh
total charge: +1
energy above the lowest of the compared OMol25 structures with the same formula, charge and spin: 41.7 kcal per mole
highest occupied orbital energy (spin up / spin down): -0.4642 / -0.4585 Eh

Löwdin population analysis, charges in e, atoms 1 to 2: 0.01, -0.24

=====

No. 6
Here is a cluster of 2 separate species, C2H9N2O in total at a distorted geometry from OMol25. Energies are from ωB97M-V with the def2-TZVPD basis set.

Geometry as XYZ:
```
14
Properties=species:S:1:pos:R:3:forces:R:3
C 2.2445 -0.9850 0.0999 1.49 0.29 0.98
N 0.9022 -0.6537 0.6083 -1.23 -0.16 -0.49
H 2.9336 -0.9966 0.9523 -0.26 -0.37 0.00
H 2.2505 -1.9665 -0.3673 -0.12 0.28 -0.22
H 2.6657 -0.1732 -0.4942 -0.63 -0.25 -0.49
H 0.8377 0.2284 1.1111 0.38 0.15 0.02
H 0.5221 -1.3652 1.2292 0.25 -0.20 0.10
H 0.2014 -0.5338 -0.1709 0.30 0.31 0.12
C -1.6036 1.3390 -0.8253 -0.86 1.03 -0.35
N -2.6982 0.8518 -0.2037 1.09 -1.25 -0.13
O -0.6010 0.6940 -1.1067 -0.33 -0.15 0.08
H -1.7766 2.3665 -1.1744 0.62 0.14 0.20
H -2.6167 -0.1514 -0.1262 -0.52 -0.13 0.57
H -3.2615 1.3458 0.4680 -0.18 0.30 -0.38
```
Forces are in eV/Å.

Summary:
HOMO-LUMO gap: 0.417 Eh
total charge: +1
energy above the lowest of the compared OMol25 structures with the same formula, charge and spin: 21.1 kcal per mole
highest occupied orbital energy: -0.5436 Eh

Löwdin population analysis, charges in e, atoms 1 to 2: -0.02, 0.11

=====

No. 7
Here is a cluster of 3 separate species, C18H22F16O3P in total at a distorted geometry from OMol25. Energies are from ωB97M-V with the def2-TZVPD basis set.

Geometry as XYZ:
```
60
Properties=species:S:1:pos:R:3:forces:R:3
C 0.3738 -0.9509 1.6236 6.07 6.88 -3.06
C 1.3978 -0.0792 1.1545 -6.21 -6.30 2.90
P 2.9691 0.7952 0.5107 -2.21 1.15 1.15
C 2.4851 2.5372 -0.1048 -0.93 0.71 -1.15
C 1.3137 2.8581 -0.9972 0.85 -0.99 1.78
C 4.0045 -0.2211 -0.7340 1.00 -0.71 -0.96
C 3.1989 -1.4613 -1.4434 0.33 -0.26 -0.05
C 2.4664 -0.9877 -2.8312 0.88 0.55 -0.47
O 1.0197 -0.7444 -2.7237 1.33 -1.85 0.09
C 0.2742 -1.9505 -2.3321 -0.40 -1.08 1.48
H -0.6976 -1.2723 2.0388 2.91 0.72 -1.09
H 3.8276 1.0024 1.6850 -0.79 -0.31 -1.10
H 3.1137 3.4820 0.2553 -0.16 -2.47 -1.76
H 0.2648 2.9287 -0.4791 1.64 -1.66 -1.53
H 1.3896 3.0410 -2.1520 0.20 1.18 2.60
H 4.9411 -0.6814 -0.1786 -2.04 1.19 -0.66
H 4.4434 0.5360 -1.5411 -1.11 -1.45 1.81
H 2.4890 -1.9215 -0.6349 1.09 0.83 -1.74
H 3.9812 -2.3163 -1.7175 -1.53 2.04 0.70
H 2.7638 -1.7332 -3.7114 -0.99 1.35 1.95
H 2.9577 0.0541 -3.1445 -1.27 -2.20 0.65
H -0.6495 -2.1983 -3.0331 2.15 0.89 1.33
H 0.9506 -2.9289 -2.2512 -1.31 2.17 -0.48
H -0.1131 -1.7642 -1.2195 0.57 -0.43 -2.46
C -4.2105 -1.0143 -3.4404 0.10 1.12 0.10
C -4.0762 -2.2828 -2.5848 -1.14 0.36 0.26
C -3.5099 -3.4989 -3.3170 0.08 -1.11 0.08
F -4.2730 -3.8750 -4.3656 0.53 -0.08 0.54
F -3.4547 -4.5719 -2.4801 0.03 0.42 0.11
F -5.2772 -2.5599 -2.0103 0.55 -0.11 -0.27
F -3.2324 -1.9817 -1.5469 0.34 -0.18 -0.35
O -5.4985 -0.7654 -4.0098 0.12 -1.56 -0.94
C -5.7734 -1.4629 -5.2226 1.17 1.62 0.24
C -6.8962 -2.4990 -5.0786 -0.72 -0.82 0.12
F -6.6223 -3.4048 -4.1051 -0.21 0.55 -0.23
F -7.0625 -3.2055 -6.2280 0.34 0.54 0.14
F -4.6222 -1.9892 -5.7028 -0.75 0.20 -0.37
F -6.1488 -0.5090 -6.1213 -0.21 -0.72 0.50
H -4.0478 -0.1663 -2.7635 -0.23 -0.29 0.02
H -3.4098 -0.9245 -4.1856 -0.22 -0.32 0.12
H -2.4956 -3.3068 -3.6723 0.02 0.17 -0.04
H -7.8454 -2.0176 -4.8300 0.16 0.21 -0.05
C 1.2653 1.7266 4.3673 -0.87 -0.69 -0.10
C 1.7451 3.1047 3.8880 -0.97 0.37 0.98
C 3.2626 3.2785 3.8369 0.75 0.96 0.20
F 3.8445 3.1168 5.0446 -0.07 0.20 -0.86
F 3.5814 4.5367 3.4245 -0.34 -0.30 -0.17
F 1.1571 4.0680 4.6466 0.53 -0.36 -0.40
F 1.2547 3.2841 2.6202 0.48 -0.23 -0.15
O 0.9187 1.6202 5.7506 1.73 0.42 0.35
C 2.0143 1.4099 6.6386 -0.89 -1.36 -1.07
C 2.2528 2.5910 7.5889 0.26 0.89 0.67
F 2.4557 3.7491 6.9100 -0.34 -0.46 0.23
F 3.3601 2.3913 8.3517 -0.36 -0.40 -0.42
F 3.1113 1.0761 5.9189 -0.18 -0.14 0.76
F 1.6949 0.3010 7.3643 0.17 0.93 -0.08
H 0.3251 1.5257 3.8387 0.13 0.29 0.19
H 1.9339 0.9162 4.0498 0.07 0.34 0.14
H 3.7152 2.5775 3.1328 -0.06 -0.15 -0.03
H 1.3984 2.7386 8.2542 -0.07 -0.23 -0.13
```
Forces are in eV/Å.

Summary:
HOMO-LUMO gap: 0.249 Eh
total charge: +1
highest occupied orbital energy: -0.4613 Eh

Löwdin population analysis, charges in e, atoms 1 to 2: 0.10, -0.22

=====

No. 8
Here is a cluster of 3 separate species, C8H23N4 in total at a distorted geometry from OMol25. Energies are from ωB97M-V with the def2-TZVPD basis set.

Geometry as XYZ:
```
35
Properties=species:S:1:pos:R:3:forces:R:3
C 2.1332 -3.4673 0.8386 -3.65 -0.44 1.19
C -5.1669 -0.5399 -1.1281 -0.86 -0.55 0.33
C -4.5940 1.6972 -0.1910 0.28 1.03 -0.37
C 3.3389 1.3011 -1.6281 1.14 0.45 -0.37
C 4.1891 2.0160 0.6195 -1.10 1.46 1.59
C 2.0111 -1.9671 1.0794 -0.28 0.90 -1.33
C 0.7344 -1.3685 0.5632 -0.39 -0.67 -0.16
C -2.9325 0.0037 -0.2685 -0.82 1.72 2.53
N 0.0107 -0.5825 1.2327 -0.95 0.62 0.45
N -2.0908 0.7537 0.4057 1.34 -1.12 0.35
N -4.1797 0.3722 -0.4945 -0.12 -1.72 -0.43
N 4.3723 1.2988 -0.5841 4.08 -0.13 -2.83
H 1.2064 -3.9244 1.3783 1.31 0.41 -1.14
H 2.9171 -3.8935 1.4179 1.13 -0.32 -0.34
H 2.0324 -3.7104 -0.2493 0.62 0.03 1.09
H -4.8851 -1.5642 -0.9327 0.03 -0.30 0.71
H -6.3039 -0.4378 -0.8825 2.43 0.42 0.02
H -5.0410 -0.5274 -2.1828 -0.24 0.67 -1.13
H -5.1726 1.9773 -1.0311 -0.45 0.95 -0.99
H -5.2825 1.7892 0.6300 0.07 -0.32 0.82
H -3.7234 2.3628 -0.0850 -0.87 -0.10 -0.07
H 2.7029 0.4182 -1.5612 -0.17 0.09 0.13
H 2.8193 2.2202 -1.4312 -1.16 0.42 -0.65
H 3.7678 1.3177 -2.6908 -0.42 0.02 1.68
H 4.6154 3.0739 0.5096 -0.92 -1.04 0.51
H 3.0533 2.0673 0.8412 1.81 0.05 0.11
H 4.7656 1.5302 1.4686 -0.95 0.51 -0.81
H 2.7599 -1.5179 0.4306 0.51 0.47 0.20
H 2.0843 -1.5295 2.0821 0.53 -0.78 0.02
H 0.3003 -1.6246 -0.4320 0.78 0.04 0.47
H -2.6034 -0.9846 -0.3146 -0.10 -1.79 -0.72
H 0.2778 -0.3499 2.1775 0.84 -0.30 0.32
H -2.1553 1.7331 0.4117 -0.38 1.17 0.28
H -1.2358 0.2752 0.9986 -0.69 0.02 -2.13
H 5.2746 1.7813 -0.9974 -2.36 -1.89 0.67
```
Forces are in eV/Å.

Summary:
HOMO-LUMO gap: 0.295 Eh
total charge: +1
energy above the lowest of the compared OMol25 structures with the same formula, charge and spin: 6.4 kcal per mole
highest occupied orbital energy: -0.3923 Eh

Löwdin population analysis, charges in e, atoms 1 to 2: -0.09, -0.01